[1]
38
Properties=species:S:1:pos:R:3:lowdin_charge:R:1 method="wB97M-V/def2-TZVPD" relative_energy_kcal_mol=45.74 gap_ev=8.87 energy_ha=-954.7387 smiles="COCCN1C(=O)N[C@@H](c2ccco2)C(C(C)=O)=C1C"
C -3.056 -0.790 -1.966 -0.099
O -2.489 0.275 -1.249 -0.208
C -2.809 0.249 0.127 -0.189
C -2.047 1.355 0.860 -0.099
N -0.657 0.996 1.068 0.046
C -0.387 0.419 2.317 -0.495
O -1.202 0.437 3.215 0.075
N 0.861 -0.077 2.468 0.153
C 1.666 -0.440 1.327 -0.175
C 1.205 -1.725 0.695 -0.213
C 1.894 -2.696 0.032 -0.008
C 0.928 -3.638 -0.400 -0.055
C -0.271 -3.169 0.033 -0.122
O -0.117 -2.007 0.694 0.041
C 1.565 0.689 0.314 -0.061
C 2.823 0.956 -0.381 -0.401
C 3.076 2.321 -0.985 -0.015
O 3.708 0.118 -0.389 0.066
C 0.343 1.263 0.158 -0.166
C -0.024 2.145 -0.991 0.004
H -2.756 -0.663 -3.003 0.092
H -4.151 -0.777 -1.896 0.091
H -2.690 -1.755 -1.596 0.081
H -3.891 0.400 0.260 0.131
H -2.539 -0.724 0.561 0.126
H -2.137 2.295 0.320 0.126
H -2.486 1.466 1.856 0.126
H 1.021 -0.561 3.339 0.162
H 2.711 -0.563 1.630 0.159
H 2.951 -2.719 -0.134 0.113
H 1.106 -4.537 -0.953 0.100
H -1.267 -3.558 -0.048 0.115
H 4.136 2.542 -0.867 0.087
H 2.872 2.301 -2.054 0.086
H 2.485 3.097 -0.511 0.078
H -0.937 1.768 -1.446 0.076
H -0.192 3.171 -0.661 0.103
H 0.752 2.136 -1.744 0.070

***

[2]
40
Properties=species:S:1:pos:R:3:lowdin_charge:R:1 method="wB97M-V/def2-TZVPD" relative_energy_kcal_mol=289.57 gap_ev=9.28 energy_ha=-1220.4666
C 5.515 1.920 1.011 -0.145
C 4.270 1.211 0.796 -0.356
C 4.370 0.072 -0.115 -0.196
C 2.956 -0.835 -0.200 -0.174
C 1.830 -0.223 -1.075 -0.237
C 0.512 -0.988 -1.147 -0.140
C -0.343 -1.338 0.224 -0.247
C -1.010 0.033 0.475 -0.383
O -0.608 1.139 0.660 0.162
O -2.208 -0.359 0.918 0.067
C -2.608 -1.478 0.678 -0.495
C -3.989 -1.672 -0.171 -0.435
H -4.191 -2.985 -0.250 0.207
H -3.802 -1.222 -1.019 -0.025
S -5.184 -0.859 0.696 1.020
C -4.928 0.681 0.250 -0.656
N -4.177 0.786 -0.947 0.069
C -4.298 2.238 -1.024 -0.294
N -4.796 2.995 -0.196 0.114
N -5.313 1.921 0.778 0.118
H -5.844 2.030 1.420 -0.012
H -3.932 2.915 -1.766 0.102
C -1.385 -2.105 -0.122 -0.162
H -1.175 -3.181 0.291 0.159
H -1.658 -2.056 -1.476 0.229
H -2.543 -2.163 1.621 0.176
H 0.425 -1.740 0.851 0.150
H -0.038 -0.217 -1.943 0.187
H 0.794 -1.884 -1.540 0.060
H 2.241 0.251 -1.809 0.025
H 1.512 0.945 -0.407 0.185
H 3.061 -1.773 -0.816 0.112
H 2.600 -0.998 0.861 0.109
H 4.964 -0.805 0.291 0.127
H 4.487 0.212 -1.089 0.053
H 3.807 1.129 1.828 0.128
H 3.415 1.924 0.211 0.163
H 5.379 2.820 1.826 0.139
H 6.185 1.296 1.381 0.017
H 5.709 2.362 0.044 0.076

***

[3]
35
Properties=species:S:1:pos:R:3:lowdin_spin:R:1 method="wB97M-V/def2-TZVPD" multiplicity=5 gap_ev="2.88 / 2.69" energy_ha=-2206.4128 charge=-1
C 0.671 3.897 -0.891 0.000
S -0.511 3.368 0.364 0.004
C -1.953 4.230 -0.298 0.000
H 1.648 3.498 -0.594 0.000
H 0.394 3.491 -1.870 0.000
H 0.719 4.991 -0.920 0.000
H -2.793 4.016 0.370 0.000
H -1.764 5.309 -0.303 0.000
H -2.188 3.870 -1.305 0.000
C -2.293 0.734 -0.806 0.056
C -1.825 -0.657 -0.793 0.276
C -1.094 -1.216 0.255 0.063
C -0.901 -2.666 0.495 0.294
C -0.265 -2.836 1.781 0.223
C 0.088 -1.521 2.297 0.107
C -0.353 -0.528 1.357 0.270
Fe 0.829 -1.824 0.488 2.282
C 2.713 -1.184 0.524 0.070
C 2.066 -0.896 -0.747 0.042
C 1.586 -2.158 -1.298 0.035
C 1.937 -3.216 -0.365 0.100
C 2.630 -2.614 0.758 0.039
H -2.003 1.287 -1.703 0.011
H -3.385 0.759 -0.737 0.017
H -1.884 1.273 0.053 0.001
H -2.125 -1.314 -1.610 0.017
H -1.304 -3.419 -0.172 0.013
H -0.139 -3.793 2.283 0.018
H 0.521 -1.309 3.269 0.011
H -0.265 0.556 1.420 0.012
H 3.237 -0.466 1.146 0.008
H 2.032 0.066 -1.245 0.006
H 1.124 -2.294 -2.270 0.007
H 1.771 -4.279 -0.520 0.010
H 3.079 -3.153 1.587 0.006

***

[4]
57
Properties=species:S:1:pos:R:3:lowdin_spin:R:1 method="wB97M-V/def2-TZVPD" relative_energy_kcal_mol=6.86 multiplicity=2 gap_ev="5.83 / 6.34" energy_ha=-5068.6488 charge=-1
Re 0.605 -0.516 0.034 0.768
O 0.971 3.377 1.440 0.017
C 0.976 2.298 0.864 0.008
N 0.278 1.178 1.155 0.013
C -0.502 0.997 2.301 0.000
C -0.753 1.951 3.284 0.000
C -1.521 1.606 4.385 -0.004
C -2.038 0.323 4.507 -0.001
C -1.801 -0.630 3.528 -0.003
C -1.039 -0.297 2.414 0.002
N -0.785 -1.153 1.304 0.004
C -1.316 -2.441 1.280 0.008
O -1.374 -3.181 2.238 0.006
C -1.870 -2.911 -0.039 0.001
C -1.431 -4.114 -0.577 0.001
C -2.020 -4.556 -1.746 0.000
C -3.044 -3.803 -2.302 0.000
C -3.433 -2.638 -1.661 0.000
N -2.857 -2.184 -0.550 -0.001
C 1.827 2.117 -0.374 0.002
C 2.489 3.198 -0.927 0.000
C 3.256 3.002 -2.061 0.001
C 3.346 1.728 -2.604 0.001
C 2.653 0.693 -2.009 0.005
N 1.909 0.887 -0.915 0.016
H -0.347 2.944 3.169 0.000
H -1.715 2.347 5.150 0.000
H -2.627 0.052 5.374 0.000
H -2.195 -1.628 3.631 0.000
H -0.640 -4.664 -0.089 0.001
H -1.687 -5.473 -2.216 0.000
H -3.533 -4.108 -3.218 0.000
H -4.241 -2.034 -2.059 0.000
H 2.376 4.159 -0.445 0.000
H 3.774 3.832 -2.522 0.000
H 3.924 1.532 -3.495 0.000
H 2.666 -0.318 -2.396 0.001
O 6.593 -3.802 -0.835 0.000
C 5.507 -3.337 -0.608 0.000
S 4.083 -3.611 -1.629 -0.003
C 2.973 -2.632 -0.695 -0.001
C 3.464 -2.022 0.395 0.022
S 2.491 -1.015 1.439 0.020
S 5.156 -2.275 0.766 0.006
S 1.302 -2.489 -1.181 0.093
C -0.801 0.781 -5.431 0.001
S 0.453 1.744 -4.557 0.001
C -0.484 2.296 -3.180 0.003
C -0.900 1.559 -2.134 0.003
S -0.684 -0.176 -1.944 0.007
S -1.852 2.433 -0.955 0.001
C -1.812 3.993 -1.692 0.000
S -2.534 5.333 -1.068 0.000
S -0.932 3.984 -3.176 0.001
H -0.324 0.428 -6.345 0.000
H -1.656 1.403 -5.688 0.000
H -1.111 -0.071 -4.829 0.000